(1)
Entry from OMol25: a cluster of 10 separate species, C54H123N7O20 in total at a distorted geometry (ωB97M-V with the def2-TZVPD basis set).

Last column: Mulliken charge in e.
Element x y z (Å)
C1 2.40188 9.89965 1.72220  -0.681
O1 2.74626 8.50029 1.91497  -0.335
C2 1.75272 7.78037 2.55544  -0.671
C3 2.19578 6.30288 2.57414  -0.529
N1 1.02660 5.41230 2.68932  0.607
C4 1.45969 4.03053 2.75757  -1.069
C5 2.40203 3.53507 1.69188  0.536
O2 1.83726 3.83224 0.44891  0.434
C6 2.85545 4.02998 -0.52641  -0.657
H1 1.35481 9.93223 1.27670  0.283
H2 3.07619 10.25547 0.91906  0.256
H3 2.48179 10.58886 2.61039  0.253
H4 0.83271 7.86856 1.98184  0.315
H5 1.53825 8.07729 3.57111  0.337
H6 2.83688 6.19837 3.41010  0.476
H7 2.80831 6.17338 1.65340  0.191
H8 0.37184 5.62327 1.89910  -0.153
H9 0.58438 3.39594 2.76870  -0.978
H10 1.92451 3.79568 3.68322  0.637
H11 2.49952 2.43006 1.79373  -0.543
H12 3.40685 4.03002 1.77145  0.596
H13 2.55467 4.57753 -1.39159  0.320
H14 3.38069 3.14448 -0.89052  -0.264
H15 3.76603 4.62883 -0.23646  0.357
C7 3.11102 1.08867 -3.48093  -0.446
O3 3.55653 -0.02419 -2.73922  -0.306
C8 3.00319 -1.29882 -3.13313  1.397
C9 3.63685 -2.03239 -4.27439  -0.319
N2 2.61972 -3.07308 -4.65812  0.365
C10 3.04007 -3.89295 -5.78709  -0.780
C11 4.09954 -4.87025 -5.50813  -0.714
O4 5.29937 -4.10845 -5.49154  -0.290
C12 6.38232 -4.99567 -5.14579  -0.734
H16 3.23073 0.94709 -4.55871  0.360
H17 3.68966 1.93950 -3.16040  0.348
H18 2.06069 1.27208 -3.20606  -0.085
H19 1.86941 -1.18200 -3.14198  -1.100
H20 3.13508 -1.94574 -2.22921  -0.629
H21 4.57713 -2.42470 -3.86435  0.194
H22 3.79041 -1.48015 -5.19335  0.577
H23 1.77094 -2.55402 -4.93853  -0.234
H24 3.44442 -3.28091 -6.61635  0.399
H25 2.10583 -4.35798 -6.17448  0.426
H26 4.18619 -5.69758 -6.21848  0.524
H27 3.85218 -5.19384 -4.49118  0.290
H28 7.31036 -4.45267 -5.30355  0.261
H29 6.35467 -5.95207 -5.73253  0.288
H30 6.40863 -5.32813 -4.06576  0.272
C13 0.24080 -6.99703 2.96899  -0.377
O5 -1.05472 -6.50116 2.69152  -0.357
C14 -1.26496 -5.30920 3.34689  -0.269
C15 -2.41109 -4.60495 2.68215  -0.747
N3 -2.07241 -4.24472 1.29316  0.506
C16 -3.05030 -3.42402 0.57958  -1.053
C17 -2.78713 -1.95930 0.97364  0.869
O6 -4.00694 -1.23113 1.20448  -0.116
C18 -4.52707 -1.57598 2.48596  -1.126
H31 0.47694 -7.01430 4.03121  0.347
H32 1.01674 -6.33923 2.58916  -0.085
H33 0.28453 -7.98906 2.49408  0.306
H34 -0.35631 -4.70916 3.29718  -0.165
H35 -1.50639 -5.53330 4.37993  0.476
H36 -2.82892 -3.72055 3.20605  0.391
H37 -3.22463 -5.39667 2.61548  0.322
H38 -1.89726 -5.12156 0.78947  -0.052
H39 -4.11300 -3.63831 0.91095  0.249
H40 -3.03388 -3.60623 -0.50297  0.230
H41 -2.20514 -1.42239 0.22899  -0.309
H42 -2.14627 -1.97862 1.89626  0.054
H43 -5.52175 -1.13199 2.57828  0.268
H44 -3.86263 -1.24602 3.27559  0.185
H45 -4.69524 -2.62963 2.64070  0.512
C19 -2.67548 -7.15569 -1.09073  -0.929
O7 -2.09600 -5.90844 -1.49975  -0.187
C20 -0.67437 -6.08837 -1.83715  -0.796
C21 -0.09480 -4.75103 -2.23456  0.662
N4 -0.20998 -4.46307 -3.64681  -0.298
C22 -1.32552 -3.53452 -3.99163  0.452
C23 -1.06212 -2.99695 -5.43995  -1.130
O8 0.01579 -2.12435 -5.48989  -0.573
C24 -0.31268 -0.81869 -5.02509  -0.180
H46 -3.73298 -6.97575 -0.80105  0.237
H47 -2.05124 -7.61071 -0.31358  0.341
H48 -2.74608 -7.91879 -1.87662  0.301
H49 -0.58386 -6.89421 -2.53483  0.553
H50 -0.14424 -6.34993 -0.85876  0.183
H51 0.98163 -4.67775 -1.95650  0.339
H52 -0.59672 -4.02225 -1.63195  -0.578
H53 0.62326 -3.96402 -3.93956  0.038
H54 -1.41233 -2.73626 -3.21224  -0.444
H55 -2.26437 -4.10803 -3.96583  0.484
H56 -1.93260 -2.48158 -5.86836  0.502
H57 -0.82236 -3.88233 -6.01910  0.389
H58 -1.00328 -0.34529 -5.74348  0.538
H59 0.62199 -0.27413 -4.93568  0.308
H60 -0.86297 -0.85961 -4.07326  -0.421
C25 -3.16442 5.80750 1.64037  -0.638
O9 -3.04921 4.78731 0.62593  -0.472
C26 -2.16480 3.70081 0.95618  1.839
C27 -2.64301 2.38438 0.26942  -0.027
N5 -3.74643 1.84850 1.01938  1.850
C28 -5.00657 2.50708 0.93483  -0.019
C29 -6.14331 1.83825 1.55081  -1.439
O10 -6.51525 0.51565 1.08970  -0.117
C30 -7.48924 0.51533 0.11025  -0.832
H61 -4.12978 6.23064 1.35758  0.473
H62 -2.34621 6.54938 1.80928  0.094
H63 -3.35322 5.32502 2.57029  0.099
H64 -2.19942 3.50528 1.99721  -0.349
H65 -1.09132 3.87028 0.64501  -0.825
H66 -1.76093 1.72885 0.30857  -1.128
H67 -2.90665 2.61566 -0.79363  0.238
H68 -3.91290 0.82976 0.96786  -0.752
H69 -5.36367 2.69326 -0.06651  0.470
H70 -4.94762 3.47447 1.38068  0.125
H71 -7.04504 2.44126 1.63399  0.549
H72 -5.92449 1.55520 2.59088  0.136
H73 -7.18910 1.20128 -0.66934  0.338
H74 -8.46390 0.93490 0.50776  0.249
H75 -7.69373 -0.46174 -0.27331  0.322
C31 5.39910 1.42803 1.15821  -0.296
O11 5.40315 0.05999 1.39913  -0.392
C32 5.70156 -0.64354 0.24434  -0.163
C33 5.69141 -2.14155 0.63744  -1.096
N6 4.37571 -2.44013 1.23373  0.308
C34 4.13941 -3.86985 1.55454  -1.263
C35 2.86982 -4.06965 2.31907  0.689
O12 3.13429 -3.39734 3.57434  -0.392
C36 2.07647 -3.24825 4.48626  -0.349
H76 5.00781 1.91524 2.05070  0.165
H77 4.66694 1.68827 0.38389  -0.083
H78 6.38096 1.70246 0.80961  0.433
H79 6.64985 -0.34435 -0.12180  0.808
H80 4.91551 -0.45971 -0.50236  -0.198
H81 6.52149 -2.45925 1.33981  0.422
H82 5.77449 -2.60900 -0.33342  0.377
H83 4.26931 -1.91320 2.07512  -0.021
H84 4.91256 -4.29443 2.15747  0.407
H85 4.13753 -4.40966 0.55283  0.365
H86 2.70679 -5.13665 2.55260  0.133
H87 2.01477 -3.56446 1.88409  -0.219
H88 1.69878 -4.27438 4.72095  0.289
H89 1.21239 -2.64793 4.17463  -0.028
H90 2.51034 -2.76345 5.36499  0.288
C37 2.49741 0.38693 3.84985  -0.968
O13 1.21703 0.83611 3.31808  0.204
C38 0.12530 -0.01489 3.66983  -0.493
C39 -1.16974 0.61288 3.41914  0.526
N7 -1.41303 1.76453 4.35763  -0.412
C40 -2.77599 2.32300 4.27388  0.016
C41 -2.79066 3.68400 4.90305  -1.308
O14 -1.87783 4.49343 4.17216  0.175
C42 -1.44611 5.63558 4.82567  -0.666
H91 2.86625 -0.41971 3.22653  0.237
H92 2.45717 0.01212 4.88103  0.379
H93 3.16114 1.21734 3.77497  0.237
H94 0.25119 -0.25123 4.73010  0.949
H95 0.25310 -0.93061 3.08390  -0.490
H96 -1.82757 -0.17583 3.71713  -0.017
H97 -1.39862 0.87793 2.35064  -0.346
H98 -0.76705 2.50505 4.16844  0.284
H99 -3.45760 1.65395 4.79008  0.552
H100 -3.05445 2.34135 3.18157  -0.190
H101 -2.44063 3.68430 5.96501  0.523
H102 -3.75206 4.16765 4.84611  0.417
H103 -2.28035 6.39106 4.78867  0.266
H104 -0.50487 5.92459 4.28452  -0.038
H105 -1.41066 5.41361 5.95481  0.324
O15 -3.30779 -0.36409 -5.53271  -0.605
C43 -3.69332 -0.47584 -4.40991  0.288
C44 -3.89802 0.62233 -3.36374  0.196
C45 -4.75025 -0.03238 -2.27722  0.668
C46 -4.40418 -1.51198 -2.43944  -0.224
O16 -4.07709 -1.65946 -3.86262  -0.371
H106 -2.90167 0.79755 -2.96830  -0.466
H107 -4.21724 1.58044 -3.76272  0.670
H108 -4.55682 0.28354 -1.23980  -0.575
H109 -5.80821 0.13936 -2.45378  0.156
H110 -3.56945 -1.84300 -1.82082  -0.154
H111 -5.29082 -2.14386 -2.29652  0.410
O17 -0.01787 6.37406 -0.44346  -0.525
C47 0.00685 5.75619 -1.46173  0.044
C48 -0.98552 4.72988 -1.99234  1.110
C49 -0.53193 4.55190 -3.45132  -0.758
C50 0.95877 4.84367 -3.39857  0.425
O18 1.08090 5.79582 -2.32730  -0.501
H112 -0.66906 3.77840 -1.50351  -0.941
H113 -2.01250 4.88819 -1.71924  0.741
H114 -0.70353 3.53425 -3.84917  0.177
H115 -1.03936 5.26304 -4.11043  0.284
H116 1.39900 3.85984 -3.14061  -0.453
H117 1.43279 5.23886 -4.29979  0.461
O19 -0.60136 0.56574 -2.07052  -0.648
C51 0.13297 -0.04085 -1.33841  -0.148
C52 0.86817 0.46641 -0.15330  1.920
C53 1.73836 -0.72948 0.25448  1.864
C54 1.05390 -1.95133 -0.41964  -1.703
O20 0.17456 -1.38393 -1.35316  0.959
H118 1.38750 1.40784 -0.35844  -0.348
H119 0.00779 0.66635 0.49514  -1.379
H120 2.71621 -0.60813 -0.20679  -1.513
H121 1.82264 -0.89532 1.31332  -0.083
H122 1.74979 -2.56835 -0.93873  0.185
H123 0.40251 -2.45312 0.28356  0.672

Summary:
HOMO level	-8.187	eV
maximum force	0.079	Eh/bohr
structure (SMILES)	COCCNCCOC.COCCNCCOC.COCCNCCOC.COCCNCCOC.COCCNCCOC.COCCNCCOC.COCCNCCOC.O=C1CCCO1.O=C1CCCO1.O=C1CCCO1
gap between HOMO and LUMO	8.745	eV

=====

(2)
Entry from OMol25: a cluster of 3 separate species, C7H18N2 in total at a distorted geometry (ωB97M-V with the def2-TZVPD basis set).

Last column: natural (NBO) charge in e.
Element x y z (Å)
C1 0.30759 1.32882 0.62093  0.154
C2 0.59758 -0.60114 -0.78128  0.102
C3 -0.74715 -0.66322 -0.46967  -0.120
C4 -1.01377 2.01586 0.83705  -0.672
C5 1.27352 2.16921 -0.18463  -0.668
C6 -1.26642 -1.34180 0.75945  -0.687
C7 -0.85991 -2.33116 -2.04544  -0.764
N1 0.82498 0.81596 1.84979  -0.889
N2 1.57149 -1.32123 -0.16068  -0.820
H1 0.89064 -0.11731 -1.70430  0.211
H2 -1.39970 -0.02100 -1.03747  0.223
H3 1.78664 0.51278 1.76888  0.366
H4 0.74292 1.45582 2.63928  0.351
H5 1.30082 -2.04641 0.48403  0.395
H6 2.44777 -1.45045 -0.63685  0.394
H7 -1.71005 1.39423 1.40193  0.214
H8 -1.48051 2.28812 -0.11111  0.212
H9 -0.88566 2.94771 1.41752  0.193
H10 2.23471 1.66592 -0.31954  0.198
H11 0.86959 2.40609 -1.17249  0.205
H12 1.48293 3.13027 0.31664  0.188
H13 -2.35382 -1.29851 0.79539  0.224
H14 -0.86820 -0.87127 1.66239  0.251
H15 -0.97705 -2.39514 0.76713  0.212
H16 -1.94256 -2.43294 -2.04702  0.181
H17 -0.47006 -2.03660 -3.01756  0.175
H18 -0.35633 -3.20261 -1.63235  0.171

Summary:
HOMO level (alpha / beta)	-5.724 / -5.790	eV
maximum force	0.042	Eh/bohr
gap between HOMO and LUMO (alpha / beta)	6.562 / 6.616	eV

=====

Table of calculated total energy (hartree), in record order: -4019.022609, -386.839536